{"formula": "C20H60N12O8", "method": "wB97M-V/def2-TZVPD", "symbols": ["C", "O", "C", "C", "C", "N", "H", "H", "H", "H", "H", "H", "H", "H", "H", "H", "H", "C", "O", "C", "C", "C", "N", "H", "H", "H", "H", "H", "H", "H", "H", "H", "H", "H", "C", "O", "C", "C", "C", "N", "H", "H", "H", "H", "H", "H", "H", "H", "H", "H", "H", "C", "O", "C", "C", "C", "N", "H", "H", "H", "H", "H", "H", "H", "H", "H", "H", "H", "N", "C", "N", "O", "H", "H", "H", "H", "N", "C", "N", "O", "H", "H", "H", "H", "N", "C", "N", "O", "H", "H", "H", "H", "N", "C", "N", "O", "H", "H", "H", "H"], "coordinates": [[-8.3582, 3.1646, -0.6808], [-9.0294, 4.2130, -1.3997], [-9.0289, 5.4827, -0.7308], [-10.4197, 6.0940, -0.9654], [-10.7616, 6.5159, -2.4120], [-10.7526, 7.2943, -0.1585], [-7.3647, 3.4854, -0.3678], [-8.3828, 2.2083, -1.2033], [-8.8652, 2.9504, 0.2600], [-8.8262, 5.3636, 0.3335], [-8.2759, 6.0665, -1.2602], [-11.1820, 5.3768, -0.6611], [-11.8486, 6.5957, -2.4237], [-10.3774, 5.7362, -3.0697], [-10.2969, 7.4619, -2.6899], [-10.0055, 7.9723, -0.2065], [-11.5268, 7.7909, -0.5757], [-1.1375, -4.0278, 3.8924], [-0.4468, -3.6090, 5.0567], [0.5646, -4.4955, 5.6204], [1.1180, -4.0546, 7.0011], [0.1227, -3.8939, 8.1593], [1.8257, -2.7854, 6.8316], [-0.2474, -4.0879, 3.2662], [-1.9466, -3.4110, 3.5012], [-1.3890, -5.0859, 3.9656], [0.1550, -5.4927, 5.7816], [1.4554, -4.5966, 5.0005], [1.7970, -4.8235, 7.3696], [-0.4022, -4.8482, 8.2027], [-0.5558, -3.0422, 8.1115], [0.6645, -3.7447, 9.0933], [2.1477, -2.9148, 5.8831], [1.1603, -2.0361, 6.9574], [0.6606, 0.7011, -2.8013], [0.1533, 1.3881, -1.6972], [1.0647, 1.3971, -0.5534], [0.3270, 1.9512, 0.7012], [-0.1870, 3.3699, 0.6083], [1.1966, 2.0222, 1.7749], [-0.0319, 0.6873, -3.6430], [0.9054, -0.3023, -2.4530], [1.6425, 1.0959, -3.0622], [1.5423, 0.4539, -0.2878], [1.9919, 1.9437, -0.7252], [-0.4875, 1.2370, 0.8221], [-0.9545, 3.5124, -0.1524], [0.6934, 4.0113, 0.5674], [-0.6575, 3.6393, 1.5539], [1.6240, 1.1117, 1.8660], [0.7082, 2.1576, 2.6485], [3.2963, -8.3743, -5.6077], [3.4750, -9.2453, -6.6723], [2.3837, -10.1548, -6.8283], [2.5867, -10.8925, -8.1389], [2.7723, -9.9691, -9.3544], [1.4166, -11.7182, -8.4485], [4.1573, -7.7222, -5.4608], [3.0709, -8.9524, -4.7115], [2.3771, -7.8025, -5.7349], [2.4169, -10.9586, -6.0929], [1.4149, -9.6680, -6.7166], [3.4780, -11.4896, -7.9464], [2.8981, -10.6538, -10.1931], [3.6269, -9.3067, -9.2165], [1.8890, -9.4026, -9.6491], [1.3883, -11.9054, -9.4406], [0.6332, -11.1106, -8.2558], [2.6872, 5.6880, -7.2940], [3.9876, 5.8133, -7.6124], [4.1127, 6.3309, -8.7932], [4.9039, 5.5201, -6.9009], [2.5089, 5.0067, -6.5702], [1.9990, 5.7981, -8.0250], [3.2901, 6.2556, -9.3744], [5.0559, 6.2636, -9.1479], [4.3031, 6.3119, 6.9038], [5.0954, 6.7743, 5.9581], [4.7513, 6.4114, 4.7574], [6.0905, 7.4241, 6.2137], [3.6321, 5.5630, 6.8085], [4.6712, 6.6034, 7.7981], [5.2552, 6.7685, 3.9582], [3.9337, 5.8218, 4.6943], [-3.2842, 1.6640, 6.8315], [-2.6319, 2.5294, 7.5606], [-3.3939, 3.5399, 7.8635], [-1.4800, 2.4900, 7.8043], [-4.2797, 1.8127, 6.7491], [-2.6726, 1.0783, 6.2810], [-3.0609, 4.2458, 8.5045], [-4.3568, 3.4614, 7.5689], [8.6566, -1.8014, 0.3561], [7.8111, -1.0957, 1.0021], [8.0797, 0.1408, 0.7093], [7.0015, -1.4033, 1.8606], [8.7333, -2.7723, 0.6235], [9.1821, -1.3981, -0.4063], [7.8432, 0.9183, 1.3090], [8.5183, 0.3629, -0.1730]], "atomic_forces_ev_per_a": [[-0.59, 0.79, 0.63], [0.17, -0.88, 0.36], [-0.81, -0.28, -0.94], [-1.17, 1.47, -0.26], [0.87, -1.35, 0.34], [0.91, -0.17, 1.04], [0.36, -0.21, -0.45], [0.24, 0.47, -0.55], [-0.38, 0.15, 0.24], [0.08, 0.17, 0.05], [0.27, 0.42, 0.45], [0.31, -0.47, -0.05], [0.08, 0.03, -0.53], [-0.45, 0.02, -0.46], [0.01, 0.03, 0.14], [0.37, 0.05, 0.06], [-0.27, -0.24, -0.07], [2.95, -1.68, -0.13], [0.03, 0.63, 2.47], [-1.22, -0.20, 0.62], [-1.16, 1.58, 0.38], [0.13, -0.63, -0.28], [0.49, -1.18, 0.25], [-0.64, 0.23, -1.69], [0.33, 0.25, 0.64], [-0.84, -0.06, 0.25], [-0.30, -0.28, -0.37], [-0.07, 0.10, -0.65], [0.28, -0.22, -0.51], [-0.48, 0.20, 0.39], [-0.17, -0.17, -0.55], [0.20, -0.21, -0.04], [0.35, 1.47, -0.17], [0.12, 0.20, -0.62], [1.12, -0.62, 0.73], [0.46, 0.48, 1.80], [-0.47, 1.01, -0.12], [-1.47, 0.14, -2.54], [-0.62, 0.06, -0.32], [2.30, -1.34, 2.01], [0.01, 0.17, 0.26], [-0.28, -0.59, -0.42], [0.02, 0.41, -0.57], [-0.84, -0.99, -0.22], [-0.17, 0.96, -0.55], [-0.50, -0.04, 0.20], [0.39, 0.24, -0.28], [-0.20, 0.23, -0.62], [-0.15, -0.16, 0.18], [0.54, -0.18, 0.40], [-0.13, 0.23, 0.07], [-0.90, -0.17, 0.78], [-0.21, -0.63, -0.78], [0.78, -0.38, -0.05], [-0.67, 1.12, -1.06], [0.73, -0.37, 0.22], [0.02, -0.30, 1.09], [-0.06, -0.19, -0.18], [0.46, -0.05, 0.51], [-0.01, 0.58, -0.27], [0.02, 0.17, 0.67], [-0.15, 0.38, -0.29], [0.05, -0.21, -0.50], [0.58, 0.16, -0.25], [-0.01, 0.00, -0.34], [-0.18, 0.19, 0.61], [0.03, -0.13, -0.05], [-0.48, -0.17, -0.11], [-1.87, -0.77, 1.38], [-0.71, -0.65, 1.59], [1.00, 1.49, -3.70], [1.41, -0.61, 1.40], [-0.27, 0.26, -0.09], [-0.01, -0.21, 0.46], [0.82, 0.25, -0.53], [-0.37, 0.24, -0.50], [-1.25, -0.31, 2.82], [1.99, 0.57, 0.48], [-1.10, -0.94, -3.23], [0.61, 0.92, 0.17], [0.27, 0.30, 0.14], [-0.55, -0.56, 0.21], [-0.28, -0.30, 0.20], [0.29, 0.30, -0.79], [-1.06, -2.79, -1.63], [0.03, 0.70, -0.38], [-2.55, 3.18, 1.48], [4.17, -0.59, 0.99], [0.46, -0.88, -0.77], [-0.89, -0.33, -0.10], [-0.35, -0.19, -0.18], [0.20, 0.89, 0.58], [2.63, -5.51, -2.35], [-2.28, 1.12, 3.23], [-0.04, 6.12, -1.08], [-0.05, -0.98, 0.17], [0.06, 0.04, -0.68], [0.11, -0.65, 0.49], [-0.44, -0.39, -0.29], [0.00, 0.27, 0.51]], "homo_lumo_gap_ev": 9.3, "smiles": "COC[C@H](C)N.COC[C@H](C)N.COC[C@H](C)N.COC[C@H](C)N.NC(N)=O.NC(N)=O.NC(N)=O.NC(N)=O", "mol_weight_da": 596.8, "relative_energy_kcal_mol": 162.7, "e_tot_ev": -55970.98376, "charge": 0}